{"formula": "C3H4N2", "method": "ωB97M-V with the def2-TZVPD basis set", "elements": ["N", "N", "C", "C", "C", "H", "H", "H", "H"], "positions_angstrom": [[-0.545, -1.324, 0.016], [-0.363, 0.866, -0.001], [0.770, -0.945, -0.025], [0.990, 0.400, -0.013], [-1.204, -0.192, -0.003], [1.505, -1.699, -0.045], [-0.713, 1.823, -0.102], [-2.245, -0.038, 0.019], [1.804, 1.109, 0.155]], "mulliken_charge": [-0.57, -0.08, -0.32, -0.26, -0.12, 0.42, 0.21, 0.38, 0.34], "smiles": "c1c[nH]cn1", "homo_energy_ev": -9.04, "e_tot_ev": -6155.6647}

***

{"formula": "C3H4FO2S", "method": "ωB97M-V with the def2-TZVPD basis set", "elements": ["S", "F", "O", "O", "C", "C", "C", "H", "H", "H", "H"], "positions_angstrom": [[-2.355, 0.973, 0.385], [-0.461, -1.142, -1.330], [1.955, 0.449, -0.829], [0.315, 1.945, -1.219], [0.801, 0.892, -0.863], [-0.084, -0.314, -0.343], [0.316, -1.044, 0.902], [-0.372, -0.822, 1.713], [-1.753, 1.894, -0.342], [0.327, -2.120, 0.729], [1.311, -0.711, 1.197]], "mulliken_charge": [-0.51, -0.27, -0.66, -0.66, 0.49, 0.58, -0.90, 0.23, 0.10, 0.29, 0.31], "charge": -1, "homo_energy_ev": -4.26, "e_tot_ev": -20823.6318}

***

{"formula": "C6H12KO6", "method": "ωB97M-V with the def2-TZVPD basis set", "elements": ["K", "O", "O", "O", "O", "O", "O", "C", "C", "C", "C", "C", "C", "H", "H", "H", "H", "H", "H", "H", "H", "H", "H", "H", "H"], "positions_angstrom": [[1.716, -0.966, 1.923], [-1.433, -5.314, -3.859], [1.997, 4.465, 2.902], [1.344, 5.981, 4.565], [-1.281, -4.142, -2.032], [-2.249, -6.170, -2.054], [1.137, 6.570, 2.433], [-2.508, -7.439, -2.770], [-1.597, -5.186, -2.566], [1.505, 5.560, 3.228], [1.512, 6.488, 1.066], [-0.995, -4.250, -4.692], [1.590, 5.159, 5.693], [-3.400, -7.873, -2.318], [-1.622, -3.365, -4.582], [-2.817, -7.225, -3.793], [1.111, 7.311, 0.475], [0.043, -3.977, -4.499], [0.969, 5.683, 0.571], [0.696, 4.553, 5.844], [2.505, 4.601, 5.493], [-0.964, -4.689, -5.690], [-1.580, -8.011, -2.790], [1.738, 5.779, 6.576], [2.584, 6.453, 0.877]], "mulliken_charge": [1.00, -0.35, -0.59, -0.29, -0.64, -0.32, -0.26, -0.57, 0.86, 0.76, -0.66, -0.61, -0.58, 0.26, 0.29, 0.29, 0.27, 0.27, 0.29, 0.26, 0.29, 0.25, 0.28, 0.22, 0.29], "charge": 1, "homo_energy_ev": -12.49, "e_tot_ev": -35020.1750}

***

{"formula": "C14H26AlIOP2S", "method": "ωB97M-V with the def2-TZVPD basis set", "elements": ["I", "S", "P", "P", "Al", "O", "C", "C", "C", "C", "C", "C", "C", "C", "C", "C", "C", "C", "C", "C", "H", "H", "H", "H", "H", "H", "H", "H", "H", "H", "H", "H", "H", "H", "H", "H", "H", "H", "H", "H", "H", "H", "H", "H", "H", "H"], "positions_angstrom": [[0.977, 0.022, 2.697], [-0.600, -1.060, 1.341], [0.206, 2.357, 0.011], [0.209, -2.395, 0.015], [0.077, 0.112, -0.146], [-2.843, 0.015, 1.093], [1.624, -2.968, 0.981], [-2.133, 0.060, 3.715], [-1.730, 0.020, 0.670], [-1.474, -1.038, 3.139], [0.401, 3.138, -1.623], [-2.287, 0.154, 5.107], [-1.759, -0.819, 5.948], [-1.240, -3.208, 0.809], [-0.955, -2.026, 4.025], [0.381, -3.169, -1.585], [1.644, 2.975, 0.944], [-1.215, 3.213, 0.775], [-1.100, -1.915, 5.403], [-0.769, 0.009, -1.987], [-2.152, -2.965, 0.259], [1.838, -4.007, 0.693], [-0.635, -2.650, 6.059], [-1.062, 4.300, 0.775], [0.078, 0.104, -2.675], [-2.758, 1.031, 5.546], [-1.316, -0.914, -2.211], [-1.340, -2.836, 1.841], [2.487, -2.332, 0.766], [2.504, 2.334, 0.728], [-0.326, -2.839, 3.679], [1.855, 4.010, 0.650], [0.636, -4.229, -1.447], [0.620, 4.206, -1.509], [-1.460, 0.849, -2.141], [-0.544, -3.096, -2.163], [-0.508, 3.017, -2.219], [1.424, 2.917, 2.013], [1.402, -2.910, 2.049], [-2.459, 0.929, 3.152], [-1.815, -0.709, 7.027], [1.185, -2.670, -2.135], [-1.317, 2.855, 1.805], [-1.090, -4.283, 0.824], [1.231, 2.649, -2.146], [-2.133, 2.977, 0.226]], "mulliken_charge": [0.23, 0.13, 0.87, 0.85, 0.51, -0.33, -1.31, -0.34, -0.27, 0.56, -1.34, -0.92, -0.34, -1.06, 0.41, -1.18, -1.37, -1.20, -0.94, -1.31, 0.43, 0.48, 0.42, 0.48, 0.35, 0.41, 0.45, 0.39, 0.40, 0.39, 0.18, 0.49, 0.50, 0.49, 0.39, 0.43, 0.35, 0.33, 0.33, 0.24, 0.43, 0.41, 0.28, 0.53, 0.40, 0.38], "charge": 2, "homo_energy_ev": [-14.59, -14.59], "e_tot_ev": -61073.3034}

***

{"formula": "C12H28F6N3O7S2Ti", "method": "ωB97M-V with the def2-TZVPD basis set", "elements": ["Ti", "S", "S", "F", "F", "F", "F", "F", "F", "O", "O", "O", "O", "O", "O", "O", "N", "N", "N", "C", "C", "C", "C", "C", "C", "C", "C", "C", "C", "C", "C", "H", "H", "H", "H", "H", "H", "H", "H", "H", "H", "H", "H", "H", "H", "H", "H", "H", "H", "H", "H", "H", "H", "H", "H", "H", "H", "H", "H"], "positions_angstrom": [[0.055, -0.526, 0.917], [0.861, -3.986, 0.718], [0.861, -3.061, 3.132], [-1.513, -4.978, 1.570], [-1.161, -1.760, 4.294], [0.606, -1.628, 5.404], [0.423, -0.374, 3.736], [-1.582, -3.906, -0.349], [-0.699, -5.823, -0.263], [0.082, -4.209, 3.562], [-1.277, 0.351, -3.768], [1.752, 4.579, -0.628], [1.170, -3.500, -0.627], [1.714, -5.063, 1.216], [2.298, -3.127, 3.386], [-2.387, -0.668, 1.041], [0.107, -0.691, -1.492], [0.470, -2.574, 1.734], [1.474, 1.458, 1.228], [2.762, 5.017, -1.455], [-3.733, -1.158, 2.783], [-0.898, -4.735, 0.437], [0.160, -1.605, 4.192], [-2.051, 1.067, -4.672], [2.232, 3.536, 0.208], [-2.939, -1.763, 1.641], [1.018, 2.648, 0.612], [1.668, -0.549, -3.283], [-0.040, 3.225, 1.563], [-0.235, 1.071, -3.241], [0.734, 0.232, -2.420], [2.331, -1.142, -2.653], [-2.571, 1.929, -4.257], [-3.173, -0.464, 3.411], [-0.669, 2.368, 1.808], [-2.118, -2.413, 1.943], [-0.706, -1.079, -1.947], [2.958, 2.880, -0.272], [0.334, 1.504, -4.064], [-4.641, -0.671, 2.428], [1.341, 0.891, -1.799], [2.739, 3.931, 1.089], [-2.755, 0.397, -5.166], [-0.667, 1.875, -2.644], [0.468, 2.436, -0.305], [1.881, 1.695, 2.121], [0.683, -1.520, -1.521], [3.039, 4.273, -2.202], [-3.557, -2.396, 1.004], [2.287, 0.011, -3.984], [0.303, 3.652, 2.506], [1.135, -1.260, -3.915], [2.442, 5.765, -2.180], [2.311, 1.183, 0.735], [3.625, 5.399, -0.911], [-4.027, -1.921, 3.504], [-3.074, -0.351, 0.451], [-0.521, 4.029, 1.006], [-1.326, 1.500, -5.362]], "mulliken_charge": [0.45, 0.69, 0.83, -0.17, -0.21, -0.21, -0.23, -0.22, -0.23, -0.60, -0.30, -0.33, -0.69, -0.55, -0.62, -0.25, -0.09, -0.09, -0.29, -0.81, -1.32, 0.67, 0.62, -0.76, -0.87, 0.42, 1.16, -1.77, -1.54, -0.77, 0.91, 0.46, 0.30, 0.25, 0.33, -0.29, 0.28, 0.47, 0.42, 0.41, -0.43, 0.43, 0.24, 0.48, -0.55, 0.23, 0.10, 0.30, 0.37, 0.42, 0.35, 0.41, 0.30, 0.25, 0.30, 0.38, 0.21, 0.41, 0.32], "multiplicity": 4, "homo_energy_ev": [-4.80, -9.71], "s_squared": 3.75, "e_tot_ev": -92786.2312}

***

{"formula": "C15H56N24O13", "method": "ωB97M-V with the def2-TZVPD basis set", "elements": ["O", "O", "O", "O", "O", "O", "O", "O", "O", "O", "O", "O", "O", "N", "N", "N", "N", "N", "N", "N", "N", "N", "N", "N", "N", "N", "N", "N", "N", "N", "N", "N", "N", "N", "N", "N", "N", "C", "C", "C", "C", "C", "C", "C", "C", "C", "C", "C", "C", "C", "C", "C", "H", "H", "H", "H", "H", "H", "H", "H", "H", "H", "H", "H", "H", "H", "H", "H", "H", "H", "H", "H", "H", "H", "H", "H", "H", "H", "H", "H", "H", "H", "H", "H", "H", "H", "H", "H", "H", "H", "H", "H", "H", "H", "H", "H", "H", "H", "H", "H", "H", "H", "H", "H", "H", "H", "H", "H"], "positions_angstrom": [[3.602, -1.206, 4.620], [-0.479, -1.990, -4.961], [3.695, -2.489, 0.015], [0.341, -2.144, 4.908], [-1.070, 4.413, -3.027], [-2.253, -1.287, -0.081], [0.498, -0.989, -0.213], [-1.826, 5.555, 3.810], [-1.812, 1.193, 4.338], [4.309, -1.702, -4.513], [0.026, -5.441, 1.162], [-2.842, 2.979, 0.063], [1.401, 0.849, 5.029], [0.867, 2.458, 3.551], [4.503, -0.481, -6.241], [-2.436, -3.434, -0.027], [1.063, -4.436, -0.478], [4.001, -0.904, 2.452], [-0.664, -1.316, 3.095], [-1.425, -1.147, -3.108], [-1.985, 3.075, -4.441], [-3.609, 1.137, -0.947], [2.821, 2.333, 4.284], [-1.490, 4.501, 1.924], [-4.000, 1.151, 4.186], [4.682, -2.904, -1.911], [1.427, -3.794, 1.447], [5.485, -0.302, 3.947], [2.831, -2.066, -2.020], [2.530, -0.556, -5.228], [-3.398, 4.367, 2.718], [-2.070, -0.542, -5.104], [-2.995, 0.680, 2.410], [-3.956, -2.214, 0.975], [-4.218, 3.009, -1.741], [0.126, 3.061, -4.265], [-0.700, -3.387, 3.381], [1.109, 0.253, -0.121], [-2.859, -2.264, 0.225], [-0.336, -2.264, 3.904], [-1.329, -1.329, -4.393], [1.471, 0.739, -1.463], [4.292, -0.804, 3.736], [3.748, -0.993, -5.268], [1.613, 1.841, 4.320], [-1.004, 3.594, -3.885], [-2.838, 1.001, 3.694], [-2.245, 4.906, 2.873], [3.721, -2.502, -1.186], [-3.525, 2.426, -0.791], [0.727, -4.588, 0.710], [-0.024, 1.012, 0.603], [-3.035, -4.100, 0.439], [-4.789, 2.488, -2.391], [3.080, -1.219, 2.181], [-0.941, 1.130, 0.025], [5.722, -0.235, 4.926], [-4.463, -1.349, 1.099], [-0.285, -0.399, 3.285], [0.953, 3.525, -3.918], [-4.430, -3.053, 1.278], [2.237, -0.129, -6.095], [-4.365, 4.007, -1.683], [-0.955, -1.797, -2.495], [0.474, -4.969, -1.102], [3.128, -1.856, -2.962], [2.447, 0.340, -1.739], [1.201, 3.338, 3.183], [-0.339, 0.691, 1.596], [-0.445, -0.914, -0.380], [0.366, 2.022, 0.720], [-3.895, 0.409, 2.040], [-2.323, -0.737, -2.893], [1.934, 0.148, 0.584], [-2.871, 3.342, -4.036], [4.562, -0.513, 1.709], [-3.625, 3.938, 1.833], [5.505, -2.999, -1.333], [-1.184, -1.496, 2.248], [-0.467, -4.168, 3.978], [5.491, -0.408, -6.044], [1.401, -3.898, 2.451], [-2.843, 0.506, -0.759], [-0.485, 4.555, 2.000], [-2.248, 0.681, 1.731], [6.058, 0.095, 3.216], [0.706, 0.489, -2.198], [-4.381, 0.802, -1.505], [4.781, -2.757, -2.905], [1.921, -1.702, -1.775], [1.842, -3.851, -0.743], [-1.836, 2.408, -5.184], [-1.183, -3.422, 2.495], [-0.113, 2.214, 3.586], [1.566, 1.822, -1.538], [-1.996, 3.924, 1.267], [-4.267, 1.445, 5.115], [-2.875, -0.047, -4.750], [3.458, 1.701, 4.746], [3.105, 2.812, 3.441], [0.052, 2.490, -5.095], [-1.936, -3.602, -0.889], [-1.778, -0.566, -6.071], [-4.105, 4.660, 3.377], [-4.668, 0.931, 3.461], [1.873, -0.890, -4.538], [4.050, 0.025, -6.989], [1.708, -2.919, 1.028]], "mulliken_charge": [-0.55, -0.43, -0.58, -0.68, -0.61, 1.40, 1.84, -0.77, -0.63, -0.78, -0.73, 0.34, -0.63, 0.01, -0.48, 0.10, -0.23, -0.07, 0.47, 1.47, -0.50, 1.64, -0.55, -0.36, -0.33, -0.47, -0.08, -0.43, 0.03, -0.15, -0.26, -0.28, 0.73, -0.01, -0.07, -0.39, -0.29, 1.17, -2.64, 0.59, -0.83, -1.63, 0.58, 0.60, 0.59, 0.63, 0.57, 0.52, 0.65, -2.82, 0.41, 0.46, 0.09, 0.45, -0.18, -0.32, 0.27, 0.39, -0.62, 0.22, 0.10, 0.23, 0.25, -0.47, 0.21, 0.26, 0.63, 0.19, -1.13, -1.07, 0.33, 0.18, -0.26, -0.08, 0.31, 0.15, 0.14, 0.27, -0.17, 0.21, 0.22, 0.26, -0.67, 0.16, -0.82, 0.14, 0.00, 0.37, 0.27, -0.27, 0.07, 0.19, 0.06, -0.09, 0.38, 0.71, 0.24, 0.32, 0.28, 0.19, 0.14, 0.22, 0.30, 0.17, 0.04, -0.01, 0.15, -0.17], "charge": -1, "multiplicity": 2, "homo_energy_ev": [-1.04, -6.15], "s_squared": 0.75, "e_tot_ev": -78847.9550}

***

{"formula": "C2H3Cl2NSi", "method": "ωB97M-V with the def2-TZVPD basis set", "elements": ["Cl", "Cl", "Si", "N", "C", "C", "H", "H", "H"], "positions_angstrom": [[-0.351, 1.947, 1.406], [-2.565, 0.060, -0.432], [-0.777, 0.856, -0.309], [1.157, -1.395, 2.075], [0.828, -1.154, 0.995], [0.557, -0.543, -0.262], [0.173, -1.326, -0.965], [1.752, -0.149, -1.042], [-0.775, 1.706, -1.465]], "mulliken_charge": [-0.23, -0.19, 0.71, -0.35, 0.12, -0.47, 0.26, 0.29, -0.14], "homo_energy_ev": -11.20, "e_tot_ev": -36536.2380}

***

{"formula": "C18H31F3NO3SSe3SiTeV", "method": "ωB97M-V with the def2-TZVPD basis set", "elements": ["Te", "Se", "Se", "Se", "V", "S", "Si", "F", "F", "F", "O", "O", "O", "N", "C", "C", "C", "C", "C", "C", "C", "C", "C", "C", "C", "C", "C", "C", "C", "C", "C", "C", "H", "H", "H", "H", "H", "H", "H", "H", "H", "H", "H", "H", "H", "H", "H", "H", "H", "H", "H", "H", "H", "H", "H", "H", "H", "H", "H", "H", "H", "H", "H"], "positions_angstrom": [[-4.585, -3.864, -0.505], [-4.821, -0.044, -0.772], [-6.252, -1.931, -0.578], [-2.631, -2.904, -1.718], [-2.545, -0.812, -0.455], [-1.831, 1.332, -1.037], [0.154, 0.698, -0.912], [-2.612, -2.722, 6.312], [-1.062, -1.216, 6.380], [-3.144, -0.632, 6.430], [1.090, 1.286, -2.104], [0.036, -0.957, -0.884], [0.893, 1.046, 0.505], [-2.416, -1.254, 1.644], [-1.309, -0.894, 2.297], [2.918, 2.335, 0.441], [0.083, 0.265, -4.081], [-3.482, -1.686, 2.335], [2.431, -1.300, -1.307], [-2.302, -1.417, 4.384], [-2.274, -1.497, 5.885], [1.465, 2.202, 2.480], [1.151, -1.895, -0.732], [1.339, -2.214, 0.744], [0.678, 3.476, 0.477], [-3.455, -1.797, 3.709], [2.268, 1.486, -4.139], [0.146, 2.757, -3.759], [1.486, 2.277, 0.957], [0.791, -3.159, -1.496], [-1.212, -0.943, 3.676], [0.875, 1.441, -3.521], [2.202, 1.651, -5.215], [3.481, 1.470, 0.796], [1.997, 1.310, 2.818], [1.627, -3.859, -1.454], [0.691, 3.542, -0.612], [3.236, -2.030, -1.219], [0.435, 2.155, 2.839], [2.848, 2.297, -3.697], [-0.308, -0.620, 4.169], [-0.833, 2.745, -3.282], [2.927, 2.337, -0.649], [-0.929, 0.240, -3.673], [2.305, -1.055, -2.360], [2.728, -0.397, -0.772], [1.554, -1.305, 1.309], [-4.324, -2.160, 4.239], [0.449, -2.701, 1.146], [1.105, 4.396, 0.877], [0.727, 3.588, -3.356], [3.414, 3.238, 0.800], [0.585, -2.930, -2.543], [0.009, 0.350, -5.165], [0.006, 2.923, -4.828], [-4.367, -1.930, 1.761], [-0.085, -3.639, -1.068], [-0.490, -0.516, 1.699], [2.173, -2.906, 0.866], [-0.357, 3.399, 0.811], [2.796, 0.548, -3.964], [0.578, -0.679, -3.847], [1.946, 3.077, 2.918]], "mulliken_charge": [-0.07, -0.19, -0.23, -0.34, -0.20, -0.84, 0.31, -0.25, -0.28, -0.24, 0.47, 0.74, 0.36, 0.58, -0.70, -1.46, -1.25, -0.09, -1.52, 0.51, 0.73, -1.75, 1.73, -1.61, -1.49, -1.17, -1.63, -1.60, 1.61, -1.79, -0.89, 1.43, 0.43, 0.30, 0.34, 0.46, 0.15, 0.63, 0.36, 0.32, 0.58, 0.25, 0.11, 0.18, 0.21, 0.19, 0.07, 0.47, 0.31, 0.52, 0.32, 0.54, 0.32, 0.57, 0.47, 0.24, 0.32, 0.62, 0.56, 0.32, 0.36, 0.16, 0.44], "multiplicity": 3, "homo_energy_ev": [-6.94, -7.05], "s_squared": 2.04, "e_tot_ev": -282695.7098}